145
Properties=species:S:1:pos:R:3:forces:R:3 method="wB97M-V/def2-TZVPD" gap_ev=9.87 smiles="COC[C@@]1(B(C)O)[C@@H](F)S(=O)(=O)O[C@](CCCC(=O)O)(CCC(=O)Nc2ccccc2)[C@@]1(Br)CC(C)C.COC(=O)OC.COC(=O)OC.COC(=O)OC.COC(=O)OC.COC(=O)OC.COC(=O)OC" total_energy_ev=-183718.5735 largest_force_ev_per_a=1.6
H 6.648348 -1.919297 2.287161 0.1178 -0.1161 -0.1128
H 3.785664 1.128834 -5.935119 -0.1813 0.0071 -0.0543
O -3.727548 0.002606 3.149329 0.0394 -0.0498 -0.0210
H -4.574874 4.132678 2.796282 0.0080 0.1236 -0.0227
C -0.622499 -5.892584 2.114954 -0.0420 0.0317 -0.0568
H 5.868775 -0.407469 2.576820 -0.0415 0.2422 -0.1450
H -8.957314 -3.985467 0.230361 0.0186 -0.0083 -0.1112
H 1.950814 -6.231634 1.670042 -0.0303 0.0729 0.0928
O 0.739013 0.220995 3.731326 -0.2201 -0.4779 -0.0497
H 4.599123 -1.114255 4.361839 -0.0258 0.1110 0.0790
C -11.000960 -1.856744 3.658800 0.0638 0.0204 -0.0249
O -10.114176 -2.827484 3.435384 0.0344 -0.0222 0.0148
C 4.912472 1.749117 1.909462 -0.8255 0.1540 0.5642
H 4.939517 3.878556 2.086422 0.0391 0.2057 0.0359
O 4.616691 -2.028189 2.507986 -0.2160 0.1681 -0.0541
H 7.447081 1.102238 -3.758464 0.0955 -0.1508 0.0028
C 8.146769 0.143839 0.996342 -0.5110 0.4386 -0.2997
H 5.939999 1.651359 1.578440 0.1574 -0.1208 -0.0657
H 1.734432 -5.987271 -0.069483 -0.1375 -0.0379 -0.0475
H -3.497961 8.506492 -0.772145 -0.0828 -0.0371 0.0003
O -5.574331 -2.697321 -1.063792 0.0190 0.0281 0.0181
H 4.580353 3.370393 0.461469 -0.2590 -0.0506 -0.1763
H 7.745740 0.591329 1.898993 0.0524 -0.0957 0.2374
O -1.881316 -6.331051 2.028936 -0.0146 -0.0283 -0.0162
H 1.119118 0.403193 -6.459645 -0.0542 0.0946 0.0524
C -6.863022 -3.033105 -1.056164 0.0188 -0.0024 0.0424
H -3.847997 -2.752701 -2.113739 -0.0203 0.0306 0.0837
H -1.436991 5.581648 -8.736591 0.0024 -0.0374 0.0831
C -5.343494 4.888282 2.895302 -0.1468 -0.0025 0.1088
C 4.504234 -1.083783 -4.315753 0.3515 -0.0814 0.5233
C 5.753546 -1.343403 2.038682 -0.1350 -0.2219 0.5562
C 5.601553 0.963328 -4.834952 0.4214 0.4108 0.2477
H -2.003432 1.712672 4.206732 -0.0058 -0.0865 -0.0519
H -6.314346 4.404246 2.945048 -0.0333 0.0518 -0.1306
C 4.504806 3.069071 -5.308966 0.3104 -0.1629 0.2616
H 3.109689 1.194705 1.038202 -0.2759 -0.0991 -0.1655
O -4.389353 7.172347 0.456063 -0.0258 0.0146 -0.0194
C -6.370617 -0.188410 3.272935 -0.2061 -0.1398 -0.0486
C 4.583919 -1.581335 -2.896047 0.6089 0.7666 -0.2835
O -10.421071 -0.695313 3.354794 0.0386 0.0164 -0.0165
H -2.388710 7.293291 -0.096770 0.0216 -0.0087 0.0762
H -2.188658 3.349054 3.543797 -0.1371 0.0332 -0.0093
C 1.048875 0.885852 -7.430402 0.1086 -0.2051 0.1200
H -0.750801 0.299565 1.480874 -0.1383 -0.0731 -0.1147
O 3.896293 -4.061865 -1.425196 -0.1662 0.6369 -0.4441
O 7.481934 -0.800534 -1.248534 -0.6190 -0.0698 -0.0478
C 0.119866 2.804710 -8.346210 -0.0150 0.0083 0.0506
O 0.295334 2.086086 -7.238692 0.0017 -0.0067 0.0600
C 0.288232 0.601876 1.371365 0.2498 -0.3568 0.2325
H -12.140898 0.385972 2.906620 -0.0393 -0.0497 0.0456
C 4.579228 -2.112685 3.915062 0.2439 0.1279 -0.2041
H -5.185654 5.471039 3.801593 0.0843 0.0143 -0.0245
H 7.619584 0.017000 -1.735667 0.4912 -0.0643 -0.0989
C -4.375255 0.998450 3.331250 -0.0381 0.0691 -0.0163
H -11.560383 0.535392 4.585233 -0.0563 -0.0540 -0.0035
H 3.345073 3.237478 1.757924 -0.2171 0.0363 -0.0807
C -3.235167 7.942688 0.117984 0.0613 0.1116 -0.1122
H -10.665099 1.310696 3.260084 0.0708 -0.0542 -0.0203
H 2.041885 0.811488 -0.517491 0.1333 0.1834 -0.0120
O -0.137021 -5.348392 3.072412 0.0241 0.0091 0.0476
O 0.533645 2.527545 -9.440668 0.0187 -0.0085 -0.0474
H 1.620211 -0.150779 3.838698 0.0716 -0.0167 0.1816
O 3.963268 -4.302459 0.962893 -0.2169 0.3050 0.3225
C -8.780982 -2.911319 0.254837 -0.1954 0.0541 0.1258
H 8.932128 -0.563369 1.254607 0.0806 -0.1770 0.0589
H 3.661131 -2.613155 4.193897 -0.0936 -0.2013 0.0289
B 7.098821 -0.554477 0.053201 0.2900 0.2383 0.1509
F 6.485917 -3.397178 0.583274 0.1812 0.0159 0.2027
Br 5.034857 1.191268 -1.180612 0.0916 0.0243 -0.0572
H -2.980978 8.628498 0.923720 0.0420 -0.0530 0.0423
C 4.396264 3.138773 1.504223 0.5950 -0.0515 0.0848
O -7.391131 -2.621714 0.095480 0.0591 0.0582 0.0741
H -11.450779 -4.383459 3.086364 -0.0577 0.0429 0.0489
O -5.370851 5.747677 1.746173 -0.0841 0.0057 0.0455
H -7.434200 0.016574 3.354639 0.0191 0.1062 0.0158
C 3.271428 -0.974021 -0.594648 -0.8687 0.6905 -0.3818
H -9.062064 -2.520924 1.227580 0.1008 0.0263 0.0271
H 0.367656 1.443592 0.694540 -0.2168 0.0593 -0.2532
C 3.983960 0.632868 1.333325 0.3074 0.5768 -0.2538
O -7.448226 -3.609743 -1.934186 -0.0348 -0.0207 -0.0404
H 1.883304 -0.783003 1.726061 0.1492 -0.4843 0.0728
H 3.035590 -0.155732 -2.541272 0.0354 0.2636 0.0244
C -4.239122 6.409867 1.540765 -0.0009 -0.0201 -0.0489
C 4.552148 1.680139 -5.414659 0.3615 -0.0164 0.2440
O -0.011994 -6.152491 0.965329 0.0438 -0.0566 -0.0686
H 7.383207 3.551148 -3.559095 0.0258 0.1624 0.0522
O 3.504574 -1.229250 -4.951117 -0.9394 -0.2172 -0.8856
H 0.552479 -1.455191 0.786283 0.1191 -0.3668 0.0810
C 5.662843 -1.140104 0.534212 0.4486 -0.3880 -0.0506
O -3.884807 2.231414 3.481507 0.1193 -0.2138 0.0844
H -4.892045 -4.167509 -2.366713 -0.0690 -0.0036 -0.0303
H 5.485361 4.829751 -4.517438 -0.1114 0.1253 -0.0898
H 5.704310 -0.794115 -5.850166 -0.0796 0.1671 -0.1552
C 1.913119 -0.255896 -0.382289 -0.1150 -0.5516 0.1749
H 2.528851 -1.785397 -2.396026 -0.1071 -0.1635 0.0230
C -10.595978 -4.145424 3.716029 0.0444 -0.1743 -0.0047
S 4.048429 -3.423811 -0.153512 0.4974 -1.4340 0.6038
C -0.857542 4.754572 -9.135392 -0.0783 0.1465 -0.0477
H 3.886844 1.314749 3.790980 -0.1924 -0.0459 0.0743
H -2.735463 -5.037289 3.414547 0.0679 0.0049 0.0369
C 6.620463 1.654373 -4.177083 -0.3661 0.3384 -0.1860
C 6.579472 3.044677 -4.070315 -0.5199 -0.3074 -0.3520
H 6.032472 -2.555175 -1.116244 -0.2150 0.1571 -0.1913
H -9.776013 -4.820523 3.489872 0.0528 0.0716 -0.0230
C 0.729084 1.127784 2.700786 0.0430 -0.2399 0.0697
H 5.530578 -1.236812 -2.498766 -0.0030 0.1306 0.2189
H 4.934629 2.698478 3.884704 0.0591 0.1685 0.0067
O -5.701305 1.070460 3.412676 -0.0510 0.0244 0.0223
H 0.544797 0.219335 -8.126933 0.0279 0.0598 -0.0876
H -2.108450 1.963542 2.440744 -0.0075 -0.0581 0.0146
H 8.623349 0.941175 0.425743 0.1956 0.0832 -0.0267
O -3.241717 6.336652 2.211717 0.0357 -0.0003 0.0191
C 1.185687 -0.592319 0.928000 -0.4293 1.1258 -0.1484
H 4.652661 -2.660538 -2.991487 -0.1578 -0.1672 0.1378
H -1.434752 4.237780 -9.899262 0.0619 -0.0354 -0.0344
H -3.647376 -6.503905 2.995174 0.0272 -0.0249 -0.0828
H -6.161779 -0.631313 2.301003 0.0822 -0.0333 0.0236
O -12.123637 -2.004121 4.058640 -0.0440 -0.0058 0.0232
C -4.872543 -3.086347 -2.247063 0.1540 -0.0022 -0.0833
C 3.341231 -1.112479 -2.136976 0.1166 -0.6794 0.1071
C 4.454845 -0.209254 0.129462 0.1327 -0.2434 0.2065
C -2.456919 2.304165 3.413687 0.2303 0.1660 0.0487
C 5.651330 -2.549952 -0.103551 -0.3260 -0.0842 -0.3065
H 1.425928 -4.649643 1.052090 -0.0291 0.0088 0.1173
C -11.260885 0.448266 3.543094 -0.0146 0.1811 -0.0111
H -2.227892 -6.619737 4.058395 0.0512 0.0564 0.0177
H 3.673247 3.601231 -5.744130 -0.0593 0.0997 -0.0648
H -5.303434 -2.606999 -3.123751 -0.0597 -0.0508 -0.0076
H 2.049387 1.116046 -7.792667 -0.0326 0.0040 -0.1092
H -9.368936 -2.418621 -0.517504 0.0343 -0.0802 -0.0877
C 1.357467 -5.724362 0.913873 0.1241 0.0053 -0.0982
C -2.660020 -6.102409 3.203931 -0.1541 -0.0135 0.0677
N 5.677322 -0.485832 -4.884070 0.0317 -0.0587 -0.0743
H 1.247975 -0.572371 -1.180384 0.0171 -0.0221 -0.2465
H 3.664848 -0.031231 2.123013 0.1515 -0.2902 0.1144
O 3.019853 -2.253854 0.063669 0.5652 0.0795 -0.1557
H 5.447049 -2.661622 4.282970 0.0142 -0.1715 0.1495
O 1.041536 2.256046 2.901078 0.2625 1.0184 0.0656
H -10.867354 -4.238440 4.765213 -0.0755 0.0364 -0.0070
H 0.070826 5.129346 -9.561617 0.0142 -0.0643 -0.0455
H 5.636396 1.108231 3.891968 0.0155 -0.1860 0.1004
H -6.071896 -0.869540 4.067059 0.0844 -0.0211 -0.0371
O -0.591406 3.886596 -8.031232 -0.0153 0.0229 0.0298
C 4.841342 1.707042 3.454557 0.3641 -0.0504 -0.1818
C 5.509347 3.757276 -4.627941 0.3317 -0.6034 0.1474